[1]
Below is the molecule C4H4ClNO2 in a non-equilibrium geometry, with properties calculated with wB97M-V/def2-TZVPD.

Values from the calculation:
E_LUMO, eV: 0.522
SMILES: O=C1CCC(=O)N1Cl
Maximum force, eV Å⁻¹: 5.89
HOMO-LUMO gap, eV: 10.8
Molecular weight, g mol⁻¹: 133.534

Geometry as ORCA input:
```
! wB97M-V def2-TZVPD RIJCOSX def2/J DEFGRID3
* xyz 0 1
Cl -2.93517 -0.26255 -0.00755
H 1.26415 -1.13411 1.16027
H 1.46363 1.28462 -0.90075
H 1.07590 1.25114 0.94077
C -0.65024 1.12941 -0.09248
C -0.45718 -1.08945 -0.07902
C 0.91296 0.74726 -0.11435
O -1.26405 2.18156 -0.08322
N -1.32024 0.00078 -0.09448
H 1.77150 -1.14129 -0.60793
O -0.81541 -2.26225 -0.17052
C 0.95416 -0.70512 0.04925
*
```



[2]
Below is the molecule C4H4ClNO2 in a non-equilibrium geometry, with properties calculated with wB97M-V/def2-TZVPD.

Values from the calculation:
E_LUMO, eV: -0.434
SMILES: C=C(Cl)C(=O)NC=O
Maximum force, eV Å⁻¹: 6.93
HOMO-LUMO gap, eV: 9.8
Molecular weight, g mol⁻¹: 133.534

Geometry as ORCA input:
```
! wB97M-V def2-TZVPD RIJCOSX def2/J DEFGRID3
* xyz 0 1
N 0.46365 -0.09546 -1.04289
H -1.08740 1.16036 2.99414
H 0.90597 0.71518 -0.76816
Cl 1.06746 1.97954 1.13742
H 0.42789 -1.77373 -2.21282
O -1.36390 -1.06976 -0.21415
C 1.02703 -0.88594 -2.17189
C -1.06433 0.57320 2.09792
O 1.92992 -0.60720 -2.97910
C -0.23991 0.81452 1.03428
H -1.61519 -0.58097 2.29153
C -0.45118 -0.22976 -0.16629
*
```



[3]
Below is the molecule C4H4ClNOS in a non-equilibrium geometry, with properties calculated with wB97M-V/def2-TZVPD.

Values from the calculation:
E_LUMO (spin up / spin down), eV: -0.328 / -0.326
Maximum force, eV Å⁻¹: 3.94
HOMO-LUMO gap (spin up / spin down), eV: 7.2 / 7.2
Molecular weight, g mol⁻¹: 149.602

Geometry as ORCA input:
```
! wB97M-V def2-TZVPD RIJCOSX def2/J DEFGRID3
* xyz 0 1
H -1.48275 -1.44298 2.12943
C -1.17175 0.77926 0.26099
H -0.63702 -0.22399 2.72805
C 1.35029 0.81953 -2.24557
C -0.41455 -0.20357 0.65902
H 0.38903 -1.62134 1.93541
S 1.29390 -0.58070 -1.48299
O -1.77079 1.70205 -0.08730
N 0.56564 -0.75622 -0.11431
H 0.62322 1.61379 -1.90333
C -0.56468 -0.93367 1.95842
Cl 1.81947 0.84783 -3.83783
*
```



[4]
Below is the molecule C4H4ClNOS in a non-equilibrium geometry, with properties calculated with wB97M-V/def2-TZVPD.

Values from the calculation:
E_LUMO, eV: -0.170
Maximum force, eV Å⁻¹: 4.97
HOMO-LUMO gap, eV: 7.3
Molecular weight, g mol⁻¹: 149.602

Geometry as ORCA input:
```
! wB97M-V def2-TZVPD RIJCOSX def2/J DEFGRID3
* xyz 0 1
C -1.58804 -1.03454 -0.01947
H -1.30472 -2.04646 -0.35002
N -0.16615 1.06146 -0.16935
C 1.66843 -0.83855 0.67445
S 2.48995 0.68367 0.22534
H -1.90318 -1.13764 1.00626
H -0.73459 1.85890 -0.45794
O 1.19568 2.85626 -0.10944
C 1.14243 1.68473 -0.01622
Cl 2.07677 -2.22685 -0.30701
H -2.45593 -0.65177 -0.44430
C -0.42064 -0.20921 -0.03232
*
```



[5]
Below is the molecule C4H4ClNOS in a non-equilibrium geometry, with properties calculated with wB97M-V/def2-TZVPD.

Values from the calculation:
E_LUMO, eV: -1.325
SMILES: O/N=C\C(=S)/C=C/Cl
Maximum force, eV Å⁻¹: 3.94
HOMO-LUMO gap, eV: 7.7
Molecular weight, g mol⁻¹: 149.602

Geometry as ORCA input:
```
! wB97M-V def2-TZVPD RIJCOSX def2/J DEFGRID3
* xyz 0 1
C 1.15674 0.55636 0.60031
H -1.33024 0.36120 0.87133
H -0.30748 2.66786 -1.19400
H -0.61815 -2.31752 -0.45448
C -1.35498 -0.51760 0.14723
O -0.08696 1.70462 -0.96454
N 0.65644 1.67860 0.14704
H 1.65888 0.67512 1.48365
Cl -2.93492 -1.07395 -0.20327
S 2.41908 -1.67913 -0.42406
C 1.06108 -0.78800 0.08515
C -0.31949 -1.26756 -0.09435
*
```



[6]
Below is a structure of composition C4H4CuO2 in a non-equilibrium geometry, with properties calculated with wB97M-V/def2-TZVPD.

Values from the calculation:
E_LUMO, eV: -5.974
Maximum force, eV Å⁻¹: 5.38
HOMO-LUMO gap, eV: 7.6
Molecular weight, g mol⁻¹: 147.620

Geometry as ORCA input:
```
! wB97M-V def2-TZVPD RIJCOSX def2/J DEFGRID3
* xyz 1 1
H -2.96458 -1.44060 -1.05348
C 2.05401 0.86960 0.34220
H 1.27398 2.27113 0.86952
H 1.07283 0.80464 2.19428
C -2.18339 -0.78540 -0.64250
C 1.00899 1.10943 1.15081
O -2.37266 0.27164 -0.04083
Cu 1.18256 -1.06637 -2.34542
H -0.60673 -1.52006 0.50593
O 2.33794 0.30244 -0.66423
C -0.80294 -0.81645 -0.31627
*
```



[7]
Below is a cluster of 2 separate species, C4H4F2 in total in a non-equilibrium geometry, with properties calculated with wB97M-V/def2-TZVPD.

Values from the calculation:
E_LUMO, eV: 1.021
Maximum force, eV Å⁻¹: 6.43
HOMO-LUMO gap, eV: 10.8
Molecular weight, g mol⁻¹: 90.072

Geometry as ORCA input:
```
! wB97M-V def2-TZVPD RIJCOSX def2/J DEFGRID3
* xyz 0 1
C 1.76144 -1.11833 -0.07192
F 1.41705 1.18603 0.45046
H -0.69151 1.87904 -0.24837
H 2.82166 -1.03311 -0.00704
H 1.52784 -2.03472 -0.51072
H -2.48806 1.59615 -0.18930
C 0.98123 -0.07649 0.21296
C -1.50921 1.17956 -0.09446
F -1.58301 -1.19987 0.47250
C -1.13523 -0.02568 0.25874
*
```



[8]
Below is a structure of composition C4H4FN in a non-equilibrium geometry, with properties calculated with wB97M-V/def2-TZVPD.

Values from the calculation:
E_LUMO (spin up / spin down), eV: -0.310 / 0.061
Maximum force, eV Å⁻¹: 5.58
HOMO-LUMO gap (spin up / spin down), eV: 7.5 / 9.0
Molecular weight, g mol⁻¹: 85.081

Geometry as ORCA input:
```
! wB97M-V def2-TZVPD RIJCOSX def2/J DEFGRID3
* xyz 0 1
N -0.02659 -1.44072 0.28270
H 1.47114 0.96127 -0.71173
C 1.24232 -1.16818 -0.02154
H -1.96496 1.71950 -0.39386
H 1.94293 -1.80738 -0.52828
C 1.14235 0.32855 0.11334
C -2.02536 0.81213 0.20476
C -0.28473 -0.13086 0.16198
F -3.00008 0.01404 -0.17162
H 1.50298 0.71166 1.06426
*
```



[9]
Below is the molecule C4H4FNO in a non-equilibrium geometry, with properties calculated with wB97M-V/def2-TZVPD.

Values from the calculation:
E_LUMO, eV: 0.608
Maximum force, eV Å⁻¹: 3.43
HOMO-LUMO gap, eV: 7.8
Molecular weight, g mol⁻¹: 101.080

Geometry as ORCA input:
```
! wB97M-V def2-TZVPD RIJCOSX def2/J DEFGRID3
* xyz 0 1
F 2.09045 1.24514 0.38527
H -2.45771 0.78007 -0.78125
C -1.59681 1.05061 -0.30515
C 2.39615 0.04613 -0.13539
H -0.35613 -1.61134 -0.55706
N -0.52667 1.66855 -0.56669
C -0.55624 0.49048 0.46111
O 1.46240 -0.81107 -0.28932
C 0.16616 -0.77258 -0.01070
H -0.41905 0.86079 1.49318
H 3.36453 -0.21789 -0.29931
*
```



[10]
Below is the molecule C4H4FNO in a non-equilibrium geometry, with properties calculated with wB97M-V/def2-TZVPD.

Values from the calculation:
E_LUMO, eV: 0.624
SMILES: N#CC1(F)COC1
Maximum force, eV Å⁻¹: 5.43
HOMO-LUMO gap, eV: 11.0
Molecular weight, g mol⁻¹: 101.080

Geometry as ORCA input:
```
! wB97M-V def2-TZVPD RIJCOSX def2/J DEFGRID3
* xyz 0 1
H 1.73900 -0.52404 0.41535
H -1.16213 1.52852 0.79939
N 1.35863 1.65486 -1.93520
C -0.92563 0.45295 0.60259
C -0.14811 -0.00399 -0.56255
H 0.48998 -1.87345 0.48177
H -1.94112 -0.23938 0.89581
C 0.73521 -0.79597 0.40942
O -0.03455 -0.10315 1.49833
F -0.79711 -0.95929 -1.24585
C 0.68583 0.86293 -1.35906
*
```



[11]
Below is the molecule C4H4FNO in a non-equilibrium geometry, with properties calculated with wB97M-V/def2-TZVPD.

Values from the calculation:
E_LUMO, eV: 0.962
SMILES: Nc1coc(F)c1
Maximum force, eV Å⁻¹: 2.47
HOMO-LUMO gap, eV: 9.2
Molecular weight, g mol⁻¹: 101.080

Geometry as ORCA input:
```
! wB97M-V def2-TZVPD RIJCOSX def2/J DEFGRID3
* xyz 0 1
C -0.02199 1.22804 -0.11943
N 1.87713 -0.36281 -0.13145
C 0.47851 -0.04835 -0.10768
H -0.53981 -2.03949 -0.03603
F -3.02703 -0.37070 -0.04416
H 0.39734 2.19770 0.07133
O -1.40163 1.15642 -0.03748
C -1.73331 -0.13369 -0.07422
H 2.11039 -1.08900 0.51092
H 2.49223 0.44622 0.09010
C -0.63183 -0.98435 -0.12191
*
```



[12]
Below is the molecule C4H4FNS in a non-equilibrium geometry, with properties calculated with wB97M-V/def2-TZVPD.

Values from the calculation:
E_LUMO, eV: 0.352
SMILES: FC1=CNC(=S)C1
Maximum force, eV Å⁻¹: 2.73
HOMO-LUMO gap, eV: 8.7
Molecular weight, g mol⁻¹: 117.148

Geometry as ORCA input:
```
! wB97M-V def2-TZVPD RIJCOSX def2/J DEFGRID3
* xyz 0 1
S 0.90647 -2.54547 -0.71226
C -0.25492 0.96951 0.63912
F -0.41039 1.95182 1.55483
C 0.44831 -0.29648 0.94816
N -0.27355 -0.18932 -1.20829
C -0.63577 0.99666 -0.60451
H -1.13677 1.76842 -1.16668
H 1.50141 -0.23330 1.35576
H -0.12651 -0.85512 1.69807
H -0.39773 -0.51139 -2.16093
C 0.37945 -1.05533 -0.34326
*
```